C2H2FLiO2Pr | ωB97M-V with the def2-TZVPD basis set

Last column: Löwdin charge in e.
Element x y z (Å)
F: -2.01 2.04 0.45  -0.12
C: -0.78 1.83 -0.19  -0.45
C: -0.51 2.71 -1.15  -0.04
H: 0.37 2.57 -1.77  0.04
H: -1.18 3.55 -1.40  0.07
O: 0.74 -1.94 1.42  -0.53
O: 2.20 -1.49 1.43  -0.55
Li: 1.95 -3.22 0.34  0.86
Pr: 0.88 0.23 1.02  1.73

The net charge is +1. As for the spin multiplicity: 3. The calculation puts the electronic energy at -851.957204 hartree. Its gap between HOMO and LUMO (spin up / spin down) is 7.3 / 7.4 eV. Its molar mass is 224.9 u.

***

C15H15FeNO6 | ωB97M-V with the def2-TZVPD basis set

Last column: Löwdin charge in e.
Element x y z (Å)
C: -3.92 -1.17 -2.52  -0.07
C: -2.82 -0.15 -2.41  -0.21
O: -1.62 -0.74 -1.82  0.00
C: -0.55 0.05 -2.10  -0.47
N: 0.64 -0.44 -1.50  0.04
C: 1.79 -0.34 -2.35  -0.43
C: 2.42 -1.69 -2.61  0.01
O: 2.19 0.69 -2.86  0.13
O: -0.62 1.05 -2.78  0.12
H: -4.86 -0.62 -2.66  0.08
H: -3.79 -1.80 -3.41  0.08
H: -4.03 -1.81 -1.65  0.08
H: -2.56 0.24 -3.40  0.12
H: -3.10 0.69 -1.76  0.13
H: 1.65 -2.47 -2.63  0.09
H: 2.90 -1.62 -3.59  0.09
H: 3.19 -1.94 -1.87  0.09
O: 1.34 2.10 5.38  0.15
C: 1.15 1.84 4.27  -0.12
Fe: 1.25 1.13 2.63  0.24
C: 3.04 1.36 2.39  -0.08
O: 4.20 1.28 2.29  0.16
C: 1.68 -0.37 3.43  -0.16
O: 2.12 -1.27 4.02  0.16
C: 0.76 -0.45 -0.04  -0.25
C: -0.46 -1.02 0.57  -0.05
C: -1.02 -0.66 1.74  -0.07
C: -0.65 0.44 2.61  -0.25
C: -0.61 1.78 2.09  -0.18
C: 0.15 1.96 0.93  -0.14
C: 1.10 0.98 0.54  -0.16
H: 1.64 -1.06 0.17  0.15
H: -0.85 -1.92 0.08  0.12
H: -1.83 -1.30 2.10  0.12
H: -1.01 0.30 3.64  0.12
H: -1.08 2.63 2.60  0.13
H: 0.20 2.96 0.46  0.12
H: 2.00 1.37 0.02  0.11

The calculation puts the relative energy (zero: lowest compared OMol25 entry of this formula, charge and spin) at 0.000 eV. The net charge is 0. As for the spin multiplicity: 5. The calculation puts the electronic energy at -2350.251783 hartree. Its gap between HOMO and LUMO (spin up / spin down) is 6.4 / 6.9 eV. Its molar mass is 361.1 u.